Entry from OMol25: the molecule C5H8ClOPS at a distorted geometry (ωB97M-V/def2-TZVPD).

Last column: Löwdin charge in e.
Atoms and positions in Å:
H  0.389  -0.400  1.780  0.034
H  -1.214  1.460  -1.592  0.023
Cl  -4.009  -0.250  1.508  0.220
C  0.366  -1.236  1.033  -0.045
O  -1.678  -0.519  0.008  -0.307
P  -2.490  0.856  1.070  0.000
C  -0.220  1.248  -1.636  0.155
C  0.382  0.255  -0.943  -0.238
H  2.348  0.589  -1.811  0.059
H  2.295  -1.049  -1.279  0.112
C  -0.366  -0.485  0.001  -0.424
H  0.289  2.111  -2.117  0.105
S  -1.386  0.994  2.730  0.062
H  1.304  -1.885  0.895  0.129
H  2.371  0.261  -0.051  0.062
H  -0.333  -1.969  1.400  0.086
C  1.950  0.018  -0.996  -0.033

As for the energy: -40007.32563 eV. As for the HOMO energy (alpha / beta): -0.2949 / -0.2949 hartree. For the LUMO energy (alpha / beta), the calculation gives -0.057 / -0.057 hartree. Its total charge is 0. As for the spin multiplicity: 1.


Entry from OMol25: a structure of composition C31H30F6MnN4O8S2Sb (ωB97M-V/def2-TZVPD).

Last column: Löwdin charge in e.
Atoms and positions in Å:
S  -0.643  3.731  0.815  0.655
C  -3.162  -2.117  0.607  -0.252
H  0.391  -0.614  6.238  0.126
H  -3.876  -1.072  -2.211  0.021
C  -4.335  4.871  -0.410  -0.692
H  -4.231  -2.290  0.724  0.023
O  6.151  0.470  1.960  0.258
H  -1.023  -2.733  -3.703  0.085
C  0.260  -3.871  -2.382  -0.169
F  -4.682  4.363  0.768  0.146
H  -4.931  1.401  0.790  0.013
H  0.731  -5.620  -3.508  0.118
F  -4.279  6.187  -0.326  0.171
H  1.753  -2.400  1.330  0.083
H  1.813  2.833  -4.519  0.127
C  1.004  0.229  3.031  -0.164
C  4.199  1.253  1.321  -0.042
H  2.247  0.126  4.775  0.122
H  2.658  -1.444  0.168  0.069
H  -1.059  -4.487  -3.938  0.079
O  6.142  2.708  1.384  0.191
C  2.227  -5.257  -2.033  -0.248
H  3.370  -2.917  0.834  0.081
F  -0.135  5.722  2.423  0.182
Mn  -0.316  0.575  0.478  0.611
C  1.875  -3.295  -0.639  -0.170
C  -0.394  4.433  2.497  -0.682
C  0.672  -3.018  -1.333  -0.032
F  0.649  3.799  3.044  0.139
H  2.650  -6.980  -3.251  0.079
C  -1.226  -0.294  3.299  -0.072
H  -4.597  0.214  2.064  0.013
C  -0.173  -1.842  -0.990  -0.500
C  -4.143  0.918  1.366  -0.279
C  5.754  1.602  1.577  -0.538
H  -1.477  1.159  -2.357  0.074
C  3.405  0.800  2.355  0.090
C  0.058  2.025  -3.590  0.010
H  4.376  1.883  -0.725  0.141
F  -1.465  4.222  3.248  0.164
F  -5.239  4.517  -1.315  0.156
C  0.214  -0.421  5.189  -0.010
N  0.295  1.289  -1.337  0.056
C  2.178  2.181  -2.506  0.032
C  3.715  1.548  0.061  0.101
C  -0.447  1.465  -2.426  -0.072
C  -1.049  -0.559  4.647  -0.005
C  1.256  -0.014  4.368  0.030
O  -2.903  2.773  -1.101  -0.341
H  -0.597  2.171  -4.437  0.128
C  1.052  -4.969  -2.703  -0.002
O  0.244  -1.119  0.033  -0.173
C  1.603  1.637  -1.379  -0.181
C  3.064  -6.450  -2.395  -0.037
O  0.579  3.892  0.088  -0.230
H  -2.660  -2.350  1.545  0.007
H  3.833  0.525  3.307  0.136
C  2.046  0.698  2.090  -0.150
N  -0.229  0.078  2.499  0.057
C  2.442  -2.464  0.488  -0.034
H  -3.599  1.684  1.917  0.001
H  -3.481  0.633  -2.504  -0.001
H  3.123  -7.149  -1.559  0.089
C  -0.996  -3.694  -3.194  -0.035
H  -2.773  -2.772  -0.170  0.007
Sb  -2.825  -0.096  0.027  1.471
S  -2.704  4.193  -0.949  0.626
N  -1.876  4.519  0.377  -0.266
H  3.536  -4.617  -0.471  0.120
C  2.348  1.409  -0.124  -0.150
C  1.388  2.389  -3.630  -0.001
H  4.083  -6.149  -2.640  0.087
H  -4.928  0.227  -1.580  0.026
C  2.616  -4.407  -1.005  -0.009
N  1.578  1.013  0.888  0.086
O  -1.224  -1.573  -1.563  -0.068
O  -0.951  2.310  1.136  -0.416
C  -3.902  -0.069  -1.792  -0.246
H  3.221  2.463  -2.511  0.123
H  -1.886  -3.737  -2.568  0.081
H  -1.894  -0.860  5.249  0.124
O  -2.283  4.953  -2.076  -0.235
H  -2.204  -0.376  2.847  0.084

As for the energy: -130801.74376 eV. As for the HOMO energy (alpha / beta): -0.4143 / -0.4144 hartree. For the LUMO energy (alpha / beta), the calculation gives -0.147 / -0.225 hartree. Its total charge is +1. As for the spin multiplicity: 4.


Entry from OMol25: a structure of composition C33H53BrN9OS2Sc at a distorted geometry (ωB97M-V/def2-TZVPD).

Last column: Löwdin charge in e.
Atoms and positions in Å:
H  1.275  -0.724  3.629  0.044
H  1.685  6.341  0.706  0.093
H  1.284  -4.791  -2.546  0.094
H  3.758  1.368  4.179  0.096
C  1.576  3.296  -0.727  -0.074
C  -0.372  -0.373  -2.725  -0.070
O  -0.005  0.423  0.914  -0.273
C  0.578  4.267  -0.701  -0.152
C  -2.443  2.383  0.668  -0.524
H  2.561  3.508  -1.124  0.110
N  0.634  -3.706  1.724  -0.094
C  -0.363  6.582  -1.120  -0.058
C  2.356  -3.318  -1.434  -0.615
S  5.263  -0.998  3.428  1.155
H  0.562  5.173  -3.299  0.091
H  -3.617  -0.805  -3.139  0.134
C  -2.668  -1.881  -4.769  -0.403
H  -1.457  4.598  -0.223  0.094
H  -0.720  6.687  -0.092  0.091
N  -0.610  -1.577  -1.016  -0.100
N  0.263  -0.797  -1.663  0.034
N  -1.507  -2.007  1.703  -0.094
C  -0.708  -4.305  1.903  -0.159
H  1.130  -4.238  1.022  0.100
H  0.009  0.298  -3.481  0.161
H  -2.771  -1.241  3.236  0.134
H  -0.758  -5.289  1.437  0.135
H  -2.485  -3.536  -3.365  0.064
C  3.670  -0.473  3.090  -0.627
C  -0.721  -0.893  3.744  -0.166
H  -1.745  -3.455  0.224  0.091
H  2.253  5.043  -2.782  0.079
N  -1.741  -1.651  -1.622  0.134
C  0.952  -2.711  3.958  -0.142
C  1.123  -3.791  -2.143  -0.068
H  -1.896  -2.691  3.651  0.115
C  1.302  2.050  -0.223  -0.528
H  -0.792  0.130  3.381  0.110
H  6.094  -2.606  1.777  0.097
N  -1.600  -0.911  -2.716  -0.059
H  -3.816  3.092  2.195  0.095
C  4.651  -2.951  -0.743  -0.307
C  3.719  -2.508  0.133  -0.353
C  -1.772  -3.402  1.310  -0.179
C  5.240  -2.003  2.054  -0.309
H  2.250  1.111  3.309  0.091
H  -3.907  0.905  1.187  0.103
C  -0.964  2.592  0.274  -0.073
H  0.274  -3.824  -1.466  0.058
H  -0.540  -2.350  -4.773  0.060
H  -3.069  -3.998  -4.965  0.089
C  1.986  6.296  -0.343  -0.038
H  -2.087  -1.398  1.139  0.068
N  0.603  -1.408  3.329  -0.100
N  2.401  -2.688  -0.282  -0.003
C  1.454  -3.736  2.951  -0.171
H  2.593  0.235  4.829  0.095
Sc  0.748  -1.305  0.941  0.949
C  1.333  5.623  -2.667  -0.041
N  3.133  -1.064  2.056  -0.033
H  1.530  6.631  -3.038  0.093
C  -2.689  -0.781  -3.705  -0.082
H  -3.397  -1.546  -5.508  0.145
C  4.041  -1.900  1.430  -0.377
C  -2.834  0.942  0.980  -0.055
C  -1.810  -1.741  3.125  -0.164
C  0.871  5.682  -1.204  -0.556
H  -2.622  4.300  1.714  0.088
H  2.481  -3.515  2.671  0.103
C  0.078  1.656  0.339  -0.318
H  1.453  -4.724  3.418  0.136
H  2.912  5.718  -0.409  0.081
C  3.024  0.615  3.897  -0.053
H  -3.089  2.249  -1.410  0.085
H  -4.383  2.651  -0.263  0.095
H  -0.986  -1.025  -5.873  0.088
H  -0.105  7.579  -1.481  0.094
H  -0.889  -4.463  2.966  0.115
H  -2.762  -3.736  1.630  0.136
H  5.727  -2.884  -0.669  0.098
H  -4.151  -3.174  -3.840  0.088
C  -0.657  3.870  -0.215  0.025
Br  2.696  0.751  -0.294  0.948
S  3.892  -3.655  -2.092  1.162
C  -1.312  -1.985  -5.460  -0.063
C  -3.331  2.823  -0.508  -0.038
H  1.716  -2.573  4.724  0.134
H  0.879  -3.134  -2.980  0.070
H  -1.182  6.208  -1.741  0.090
H  -2.302  0.568  1.851  0.052
H  -2.632  0.294  0.121  0.071
C  -3.121  -3.222  -4.200  -0.064
H  2.203  7.313  -0.679  0.093
H  -0.826  -0.878  4.831  0.138
H  -1.366  -2.695  -6.285  0.092
H  -2.582  0.203  -4.155  0.136
H  -2.137  2.953  2.749  0.091
C  -2.772  3.235  1.904  -0.026
H  -3.218  3.882  -0.746  0.081
H  0.072  -3.094  4.474  0.117

As for the energy: -162945.88213 eV. As for the HOMO energy: -0.4692 hartree. For the LUMO energy, the calculation gives -0.172 hartree. Its total charge is +2. As for the spin multiplicity: 1.


Entry from OMol25: a cluster of 7 separate species, C42H42N2O2 in total at a distorted geometry (ωB97M-V/def2-TZVPD).

Last column: Löwdin charge in e.
Atoms and positions in Å:
C  -5.077  -6.578  0.772  -0.091
H  -3.442  -2.077  6.674  0.115
H  2.250  4.796  -1.999  0.089
H  -1.204  -6.843  5.082  0.104
C  -3.811  6.433  -5.413  -0.096
C  3.921  5.706  -5.376  -0.088
C  -5.012  -6.130  5.212  -0.101
H  -5.836  -6.348  -1.232  0.098
C  2.530  5.692  -5.268  -0.089
H  1.915  5.936  -6.130  0.102
H  4.389  5.967  -6.322  0.102
C  6.843  2.529  -4.040  -0.095
C  -0.515  -0.611  4.072  -0.005
C  -0.144  -2.062  4.711  -0.169
C  8.274  0.798  -4.929  -0.098
H  1.648  2.165  2.467  0.098
C  1.608  2.247  0.314  -0.092
C  -2.793  -5.516  4.482  -0.120
H  -1.135  2.965  -1.564  0.095
H  -2.131  -4.837  3.952  0.095
C  -1.888  0.108  4.478  -0.119
C  6.997  1.283  -4.649  -0.092
H  -2.144  3.146  0.696  0.103
C  -2.149  6.165  -3.188  -0.102
C  -2.188  5.160  -4.155  -0.111
H  -4.383  8.329  -4.565  0.101
C  7.966  3.285  -3.706  -0.100
H  5.848  2.909  -3.825  0.080
C  -5.071  -8.333  -0.888  -0.102
O  2.669  -3.182  6.421  0.003
C  -0.524  2.794  -0.681  -0.090
C  0.826  2.475  -0.819  -0.102
C  -3.121  -7.512  5.803  -0.093
H  4.724  4.801  -2.198  0.102
C  -0.309  2.672  1.722  -0.106
H  -4.457  6.538  -6.280  0.100
H  -4.250  -10.222  -0.257  0.098
C  -5.373  -7.023  -0.517  -0.100
C  -4.491  -7.254  5.854  -0.094
N  1.107  -2.880  4.448  0.047
C  -4.483  -9.201  0.031  -0.100
C  9.243  2.801  -3.990  -0.097
H  1.270  2.403  -1.808  0.099
H  -0.750  2.753  2.712  0.087
H  -4.570  -4.388  4.024  0.105
H  -2.081  1.162  3.944  0.097
H  -1.568  4.274  -4.043  0.091
H  -6.080  -5.931  5.248  0.103
C  2.198  -2.394  5.422  -0.274
H  5.794  5.393  -4.358  0.092
H  -2.914  8.085  -2.579  0.101
H  -1.246  -3.597  6.252  0.109
C  -2.616  -1.624  5.937  -0.116
C  -4.192  -8.757  1.322  -0.089
H  -2.715  -8.391  6.297  0.101
H  -4.252  -7.097  2.693  0.072
H  -5.151  -7.928  6.392  0.101
H  -1.501  6.060  -2.322  0.098
H  -3.057  4.506  -6.015  0.101
H  2.152  -0.327  5.554  0.124
C  -4.485  -7.444  1.690  -0.083
C  -1.337  -2.560  5.700  0.003
C  4.109  5.054  -3.058  -0.101
H  10.118  3.393  -3.732  0.100
C  2.719  5.049  -2.947  -0.094
C  -3.022  5.292  -5.265  -0.095
C  -2.942  7.303  -3.334  -0.094
C  1.039  2.344  1.584  -0.107
H  6.122  0.691  -4.905  0.101
C  -2.272  -6.643  5.119  -0.093
H  0.226  -0.099  3.313  0.088
C  9.397  1.558  -4.604  -0.098
C  -4.163  -5.263  4.526  -0.117
H  8.394  -0.174  -5.402  0.100
H  -5.308  -5.555  1.060  0.098
N  -2.986  -0.283  5.405  0.002
C  -1.092  2.894  0.589  -0.088
C  -3.769  7.439  -4.448  -0.096
H  -5.296  -8.678  -1.894  0.098
H  -3.737  -9.434  2.039  0.100
H  7.846  4.253  -3.225  0.096
H  2.659  1.994  0.207  0.103
H  10.391  1.182  -4.827  0.099
C  1.929  5.366  -4.052  -0.086
H  0.846  5.360  -3.966  0.082
H  1.521  -2.674  3.502  0.131
C  4.710  5.385  -4.272  -0.107
O  2.833  -1.043  5.318  -0.024

As for the energy: -51302.45033 eV. As for the structure (SMILES): O=C(O)Nc1ccncc1.c1ccccc1.c1ccccc1.c1ccccc1.c1ccccc1.c1ccccc1.c1ccccc1. As for the HOMO energy: -0.3379 hartree. For the LUMO energy, the calculation gives -0.029 hartree. Its total charge is 0. As for the spin multiplicity: 1.